{"formula": "C43H54N6O3P2S2Si2V", "method": "ωB97M-V/def2-TZVPD", "relative_energy_ev": 0.1399, "spin_multiplicity": 2, "homo_lumo_gap_ev": [6.62, 7.20], "s2": 0.965, "species": ["V", "C", "N", "C", "C", "O", "C", "O", "C", "C", "O", "N", "C", "C", "H", "H", "H", "H", "H", "H", "H", "H", "H", "H", "H", "H", "H", "H", "H", "H", "C", "Si", "C", "C", "N", "P", "C", "P", "N", "Si", "C", "C", "C", "C", "C", "C", "C", "C", "C", "C", "C", "C", "C", "C", "C", "C", "C", "C", "C", "C", "C", "C", "C", "C", "C", "C", "C", "H", "H", "H", "H", "H", "H", "H", "H", "H", "H", "H", "H", "H", "H", "H", "H", "H", "H", "H", "H", "H", "H", "H", "H", "H", "H", "H", "H", "H", "H", "H", "H", "H", "H", "H", "H", "H", "H", "S", "C", "S", "C", "C", "N", "C", "N"], "positions_angstrom": [[-0.69, 1.19, 0.76], [-3.65, -2.87, 3.20], [-3.24, -1.48, 3.17], [-3.07, -0.78, 4.44], [-2.89, -0.87, 2.03], [-2.47, 0.28, 2.00], [-3.02, -1.64, 0.72], [-2.92, -0.77, -0.37], [-3.96, 0.14, -0.56], [-3.47, 1.58, -0.55], [-2.33, 1.89, -0.17], [-4.31, 2.53, -0.97], [-5.69, 2.27, -1.35], [-3.90, 3.93, -0.93], [-3.62, -3.21, 4.23], [-2.96, -3.50, 2.63], [-4.66, -3.01, 2.82], [-2.42, -1.37, 5.09], [-4.04, -0.64, 4.92], [-2.61, 0.19, 4.25], [-3.96, -2.22, 0.68], [-2.18, -2.34, 0.65], [-4.76, 0.04, 0.19], [-4.41, -0.06, -1.54], [-5.77, 1.40, -1.99], [-6.05, 3.13, -1.92], [-6.33, 2.14, -0.48], [-2.96, 4.03, -0.40], [-4.67, 4.52, -0.41], [-3.78, 4.31, -1.95], [1.64, -4.80, 2.49], [1.21, -2.96, 2.54], [0.06, -2.74, 4.01], [2.81, -2.01, 2.85], [0.40, -2.61, 1.09], [0.41, -1.93, -0.30], [0.10, -0.18, -0.36], [1.14, 1.02, -1.08], [0.63, 2.26, -0.16], [1.20, 3.92, -0.01], [2.44, 4.28, -1.39], [-0.24, 5.08, -0.27], [2.07, 4.22, 1.61], [2.93, 0.81, -0.93], [3.42, 0.95, 0.37], [4.77, 0.82, 0.62], [5.65, 0.54, -0.42], [5.16, 0.37, -1.70], [3.81, 0.50, -1.96], [0.70, 1.39, -2.81], [1.54, 2.00, -3.74], [1.06, 2.38, -4.98], [-0.27, 2.17, -5.31], [-1.13, 1.60, -4.38], [-0.65, 1.22, -3.14], [-0.86, -2.79, -1.31], [-1.04, -4.15, -1.04], [-1.92, -4.91, -1.79], [-2.64, -4.32, -2.83], [-2.46, -2.97, -3.11], [-1.57, -2.22, -2.35], [1.87, -2.32, -1.34], [3.02, -2.85, -0.77], [4.10, -3.21, -1.58], [4.01, -3.06, -2.96], [2.86, -2.55, -3.53], [1.80, -2.17, -2.72], [2.04, -5.15, 3.44], [2.38, -5.01, 1.72], [0.74, -5.37, 2.26], [-0.57, -3.62, 4.15], [-0.58, -1.87, 3.87], [0.63, -2.58, 4.93], [2.72, -1.37, 3.73], [3.08, -1.35, 2.02], [3.64, -2.69, 3.02], [1.96, 4.34, -2.37], [3.24, 3.54, -1.43], [2.89, 5.25, -1.17], [-0.65, 4.96, -1.27], [0.09, 6.12, -0.16], [-1.02, 4.90, 0.47], [2.57, 3.32, 1.97], [1.37, 4.54, 2.38], [2.83, 4.99, 1.49], [2.73, 1.16, 1.18], [5.14, 0.93, 1.63], [6.71, 0.44, -0.22], [5.84, 0.13, -2.51], [3.44, 0.32, -2.96], [2.57, 2.20, -3.49], [1.73, 2.85, -5.69], [-0.64, 2.47, -6.28], [-2.17, 1.44, -4.63], [-1.31, 0.80, -2.40], [-0.48, -4.59, -0.22], [-2.05, -5.96, -1.57], [-3.33, -4.91, -3.41], [-3.01, -2.51, -3.92], [-1.44, -1.17, -2.58], [3.08, -2.99, 0.29], [4.99, -3.61, -1.13], [4.85, -3.36, -3.58], [2.79, -2.44, -4.60], [0.90, -1.78, -3.18], [0.56, 0.52, 2.53], [0.13, 1.98, 3.37], [-1.04, 2.91, 2.54], [0.72, 2.32, 4.57], [1.70, 1.47, 5.15], [2.49, 0.76, 5.61], [0.39, 3.54, 5.23], [0.13, 4.53, 5.76]]}

---

{"formula": "C33H34Br4N6O4Sn", "method": "ωB97M-V/def2-TZVPD", "relative_energy_ev": 0.0150, "homo_lumo_gap_ev": [6.08, 6.08], "species": ["Sn", "N", "C", "N", "C", "N", "N", "C", "C", "C", "C", "C", "C", "N", "C", "C", "C", "C", "C", "C", "H", "H", "H", "H", "H", "H", "H", "H", "H", "H", "H", "Br", "C", "C", "Br", "C", "Br", "C", "O", "C", "O", "C", "Br", "C", "O", "C", "C", "O", "C", "H", "H", "H", "H", "H", "H", "H", "H", "H", "H", "C", "N", "C", "C", "C", "C", "C", "C", "C", "C", "H", "H", "H", "H", "H", "H", "H", "H", "H", "H", "H", "H", "H"], "positions_angstrom": [[-0.75, -0.46, 0.17], [4.09, 0.64, -0.89], [2.81, 1.08, -0.80], [2.20, 1.57, 0.25], [2.81, 1.46, 1.42], [2.27, 1.77, 2.64], [1.16, 2.34, 2.53], [0.40, 2.55, 3.62], [-0.92, 3.08, 3.49], [-1.72, 3.04, 4.65], [-2.97, 3.69, 4.62], [-3.33, 4.28, 3.37], [-2.44, 4.16, 2.27], [-1.29, 3.48, 2.30], [4.23, 0.90, 1.45], [4.89, 0.58, 2.67], [6.10, -0.12, 2.65], [6.72, -0.58, 1.44], [6.06, -0.28, 0.26], [4.81, 0.40, 0.26], [4.42, 0.35, -1.82], [2.23, 1.02, -1.70], [0.79, 2.16, 4.52], [-1.34, 2.59, 5.55], [-3.70, 3.61, 5.42], [-4.27, 4.81, 3.24], [-2.70, 4.47, 1.25], [4.37, 0.85, 3.57], [6.43, -0.44, 3.64], [7.69, -1.09, 1.41], [6.42, -0.73, -0.70], [3.54, -5.55, -1.80], [2.91, -4.01, -0.87], [3.26, -3.83, 0.49], [4.77, -4.68, 1.16], [2.53, -2.96, 1.34], [3.19, -2.35, 3.06], [1.45, -2.19, 0.76], [0.69, -1.36, 1.41], [1.19, -2.39, -0.63], [0.24, -1.66, -1.23], [1.92, -3.28, -1.45], [1.51, -3.31, -3.30], [-0.35, 3.61, -0.96], [-0.91, 2.60, -1.73], [-1.07, 2.86, -3.11], [0.10, 2.34, -3.88], [0.05, 0.93, -3.73], [0.74, 0.22, -4.82], [-0.96, 4.54, -1.00], [0.64, 3.91, -1.32], [-0.24, 3.22, 0.08], [-1.16, 3.97, -3.22], [-2.04, 2.44, -3.50], [0.99, 2.75, -3.39], [0.05, 2.62, -4.94], [-0.03, -0.39, -5.36], [1.39, -0.53, -4.40], [1.24, 0.91, -5.48], [-2.78, -0.59, -2.64], [-3.41, -1.92, -2.31], [-4.83, -1.81, -2.00], [-2.69, -2.93, -1.36], [-3.09, -2.75, 0.08], [-4.05, -3.56, 0.73], [-4.37, -3.33, 2.05], [-3.69, -2.39, 2.82], [-2.73, -1.61, 2.17], [-2.32, -1.89, 0.84], [-3.34, -0.16, -3.47], [-1.74, -0.84, -2.96], [-2.80, 0.02, -1.78], [-3.30, -2.40, -3.24], [-5.04, -1.14, -1.16], [-5.25, -2.80, -1.74], [-5.33, -1.42, -2.93], [-1.66, -2.72, -1.57], [-2.94, -3.89, -1.76], [-4.52, -4.34, 0.21], [-5.04, -4.03, 2.50], [-4.01, -2.28, 3.90], [-2.15, -0.86, 2.70]]}

---

{"formula": "C6H12N2OS", "method": "ωB97M-V/def2-TZVPD", "relative_energy_ev": 3.1923, "homo_lumo_gap_ev": 9.72, "species": ["C", "C", "C", "C", "C", "C", "N", "N", "O", "S", "H", "H", "H", "H", "H", "H", "H", "H", "H", "H", "H", "H"], "positions_angstrom": [[-3.07, -1.24, -0.85], [-0.82, -0.30, -0.71], [-0.68, 1.33, 1.17], [0.81, 1.51, -0.74], [2.13, -1.50, 0.05], [0.06, 0.57, 0.14], [-4.06, -1.39, -1.40], [-1.99, -1.06, -0.12], [2.03, 0.32, 1.91], [1.10, -0.63, 1.30], [-1.26, 0.28, -1.48], [-0.09, -1.10, -1.21], [-1.91, -1.34, 0.82], [-0.57, 2.48, 1.07], [-0.14, 1.19, 2.19], [-1.67, 0.86, 1.20], [0.12, 2.05, -1.35], [1.61, 2.22, -0.15], [1.31, 0.91, -1.51], [2.17, -0.91, -0.75], [3.20, -1.65, 0.53], [1.71, -2.61, -0.12]]}

---

{"formula": "Ca5O4P", "method": "ωB97M-V/def2-TZVPD", "charge": 7, "relative_energy_ev": 12.8051, "homo_lumo_gap_ev": 5.46, "species": ["Ca", "Ca", "Ca", "Ca", "Ca", "P", "O", "O", "O", "O"], "positions_angstrom": [[-1.52, -0.55, 3.03], [-1.57, 2.35, -0.36], [1.28, 1.87, 2.36], [-0.55, -1.99, -2.44], [0.94, -1.77, 1.20], [0.35, 0.02, -0.78], [0.78, 1.44, -0.39], [-0.67, -0.48, 0.37], [1.42, -1.05, -0.94], [-0.45, 0.15, -2.06]]}